# 1
Here is the molecule C27H33N3O6S in a non-equilibrium geometry from the Open Molecules 2025 dataset. Energies are from the ωB97M-V functional and the def2-TZVPD basis.

Each line ends with the Löwdin charge.
Positions of all 70 atoms, in Å:
H -3.128 -1.020 4.157  0.112
C -0.270 0.196 1.809  -0.135
C -4.700 1.762 4.745  -0.155
H 1.847 -0.245 -7.093  0.064
C 1.033 -0.879 -6.749  -0.079
H 1.553 -2.930 -2.403  0.112
S -2.164 1.883 5.598  0.671
O -2.313 3.298 5.453  -0.270
H -4.353 -2.013 5.003  0.130
H 2.000 -1.558 -4.947  0.109
H -0.506 -2.071 1.061  0.123
H 1.961 2.011 -4.308  0.122
C 2.361 -2.810 -1.696  -0.037
H -1.524 2.266 -3.558  0.074
O -1.466 1.342 6.724  -0.276
H 4.044 1.193 -3.346  0.132
H 0.093 -0.432 -7.063  0.066
H 0.428 -1.400 3.072  0.128
H -1.019 0.245 -4.909  0.117
H 5.233 -2.372 0.827  0.104
C -0.220 0.942 -4.645  -0.250
C -3.875 -0.139 5.995  -0.155
O -5.108 -0.493 3.932  -0.125
H 3.809 -0.450 0.235  0.125
H 0.972 -0.681 -2.214  0.144
H 0.238 -1.689 -4.921  0.114
C -4.064 -0.995 4.738  -0.180
N -3.700 1.251 5.651  -0.234
C 2.213 0.960 -4.460  -0.153
C 1.731 -0.376 -1.483  -0.192
C 4.427 -2.497 0.120  -0.072
C -1.392 1.238 4.107  -0.257
C 3.166 0.542 -3.327  -0.093
C 3.160 -3.890 -1.363  -0.079
C 2.528 1.845 -1.350  -0.386
N 2.536 0.688 -2.042  0.006
C -1.526 1.922 2.913  -0.039
H -0.582 -0.439 5.131  0.119
H -5.652 1.821 5.285  0.135
O 0.056 -1.707 0.364  0.117
C 3.628 -1.418 -0.211  -0.015
H 4.818 -4.578 -0.197  0.101
C 0.319 -0.401 0.598  -0.186
H -4.765 -0.226 6.628  0.135
O 3.114 2.862 -1.656  0.099
C 1.111 0.267 -0.269  -0.042
H -2.998 -0.447 6.564  0.117
C -0.624 1.684 -3.373  -0.068
H -3.959 0.877 2.904  0.112
H 0.160 2.362 -3.045  0.067
H 1.131 -1.849 -7.229  0.072
O 1.405 2.440 0.734  0.129
H -5.729 1.135 2.936  0.130
C 2.588 -1.569 -1.120  -0.184
N 0.995 0.169 -4.445  -0.207
H -4.392 2.763 4.450  0.117
H -0.118 1.664 -5.471  0.120
H -0.824 0.978 -2.570  0.068
C -0.695 0.047 4.175  -0.056
H -1.072 1.923 0.822  0.128
C -0.967 1.402 1.759  0.007
C -0.141 -0.480 3.023  0.002
H -2.051 2.864 2.907  0.123
C 1.073 -1.050 -5.226  -0.254
H 2.753 0.881 -5.413  0.117
C 1.626 1.628 -0.136  -0.246
H 2.977 -4.854 -1.815  0.102
C -4.864 0.839 3.531  -0.177
H 3.479 -0.498 -3.441  0.124
C 4.194 -3.735 -0.456  -0.090

Values from the calculation:
SMILES string: CCN(CC)CCN1C(=O)C(=O)/C(=C(/O)c2ccc(S(=O)(=O)N3CCOCC3)cc2)[C@@H]1c1ccccc1
E_HOMO: -8.50 eV
ΔE to the lowest compared entry with this formula, charge and spin: 42.53 kcal per mole
energy: -56124.3662 eV
frontier orbital gap: 7.89 eV
LUMO energy: -0.61 eV

***

# 2
Here is the molecule C27H33NO4 from the Open Molecules 2025 dataset. Energies are from the ωB97M-V functional and the def2-TZVPD basis.

Each line ends with the Löwdin charge.
Positions of all 65 atoms, in Å:
C -7.968 -1.117 1.568  -0.188
C 8.178 0.967 0.863  -0.107
H 6.740 2.412 1.508  0.103
H 9.358 -0.682 0.170  0.102
H -1.023 -2.695 -0.202  0.125
C 0.315 1.933 0.531  -0.176
O 0.432 -1.176 0.962  0.131
C -3.302 1.950 -1.254  -0.041
H -3.057 2.040 -2.303  0.112
H -0.876 0.630 -1.460  0.129
H -0.458 1.840 -2.698  0.126
C 3.647 -1.241 0.391  -0.171
C -0.141 1.405 -1.747  -0.177
C 3.139 -0.406 -0.790  -0.084
C -1.248 3.310 -0.721  -0.149
C 5.984 -0.703 0.450  -0.266
C -6.818 -0.315 1.208  -0.011
H -4.212 1.661 2.474  0.117
H -7.232 -2.922 0.618  0.123
C -8.138 -2.313 0.617  -0.281
C 7.279 -1.149 0.179  -0.011
C 1.691 1.273 0.461  -0.100
H -8.868 -0.492 1.535  0.119
H 0.006 -4.987 -0.186  0.077
H -1.038 4.125 -0.022  0.123
H 9.025 1.616 1.023  0.097
C 0.829 -0.995 -0.160  -0.472
C 1.229 0.758 -1.920  -0.101
H 1.174 -0.017 -2.684  0.122
H -8.979 -2.931 0.971  0.115
H 4.816 0.969 1.156  0.098
H 1.457 -4.325 -0.955  0.080
H 3.504 -0.716 1.342  0.125
H -1.374 3.738 -1.720  0.123
H 3.105 -2.188 0.445  0.128
C 6.897 1.411 1.134  -0.087
O 4.996 -1.616 0.224  -0.035
C 0.618 -4.097 -0.301  -0.060
H 3.149 -1.039 -1.681  0.133
C -2.851 2.475 1.036  -0.039
C -0.222 -2.975 -0.894  -0.202
O 0.569 -1.819 -1.177  0.000
H 7.405 -2.155 -0.190  0.116
H -0.647 -3.267 -1.856  0.125
H -0.415 1.196 0.902  0.122
H 1.940 1.521 -2.244  0.132
N -0.058 2.467 -0.765  -0.147
C -5.864 0.333 0.864  0.023
H -5.018 0.721 -1.616  0.118
H -2.251 2.975 1.783  0.113
C 5.801 0.589 0.930  -0.027
H 1.924 0.867 1.445  0.119
C 8.363 -0.321 0.384  -0.089
C -2.505 2.586 -0.307  -0.215
H 3.830 0.422 -0.964  0.124
C -3.953 1.742 1.428  -0.019
C -4.739 1.097 0.474  -0.244
O -8.334 -1.937 -0.722  -0.061
C -4.406 1.214 -0.875  -0.019
H -7.849 -1.491 2.589  0.119
C 1.721 0.163 -0.595  -0.361
H 2.434 2.028 0.197  0.129
H 0.996 -3.803 0.675  0.072
H 0.355 2.763 1.242  0.127
H -9.062 -1.306 -0.767  0.090

Values from the calculation:
SMILES string: CCOC(=O)C1(CCOc2ccccc2)CCN(Cc2ccc(C#CCCO)cc2)CC1
E_HOMO: -8.37 eV
ΔE to the lowest compared entry with this formula, charge and spin: 75.99 kcal per mole
energy: -38213.4461 eV
frontier orbital gap: 9.09 eV
LUMO energy: 0.72 eV

***

# 3
Here is a structure of composition C27H34BaCl2N5O3 in a non-equilibrium geometry from the Open Molecules 2025 dataset. Energies are from the ωB97M-V functional and the def2-TZVPD basis.

Each line ends with the Löwdin charge.
Positions of all 72 atoms, in Å:
C -0.636 -5.498 0.425  -0.037
H 1.274 -0.476 9.444  0.119
C 0.129 2.557 -3.796  -0.050
H -5.117 1.463 -0.567  0.070
C -0.271 2.660 -6.206  -0.052
O -0.044 -0.425 -4.560  0.024
H 2.929 1.156 -3.859  0.092
N 0.595 -0.573 4.921  -0.020
H 1.339 -4.327 -2.053  0.089
O 1.352 -0.868 -1.081  -0.152
H -1.620 0.404 -5.568  0.135
C 0.811 -5.154 -1.570  -0.051
C 0.240 -0.177 6.224  -0.165
H 1.128 5.515 -5.052  0.090
Ba -0.994 0.182 0.311  1.483
H 2.855 2.593 -2.827  0.077
Cl 0.401 2.717 -0.403  -0.292
H 2.306 -2.105 2.585  0.099
H -2.839 -2.211 -1.637  0.039
C -2.688 -1.175 -1.919  -0.240
H 1.838 -1.290 7.175  0.098
N -0.036 -4.592 -0.532  -0.191
H -0.834 0.482 3.699  -0.031
C 0.672 -0.144 8.598  -0.030
H -4.334 2.877 -1.362  0.054
C 3.242 1.573 -2.899  -0.056
H 0.248 4.534 -7.163  0.096
C 0.701 4.535 -5.054  -0.086
H 4.331 1.621 -2.869  0.083
N 2.778 0.747 -1.809  -0.187
H 0.889 4.306 -2.866  0.080
H -1.414 -6.109 -0.049  0.094
C 3.258 1.054 -0.476  -0.073
H -1.464 1.000 5.546  0.106
C -0.849 0.683 6.393  0.024
Cl -2.752 0.951 2.512  -0.364
N 0.678 -0.679 2.681  -0.004
C -0.606 0.518 -5.108  -0.200
H 1.539 -0.312 -3.057  0.117
C -3.151 -0.188 -0.901  -0.521
C 0.236 3.964 -6.238  -0.089
O -1.009 -2.701 0.338  -0.130
C -4.184 2.032 -0.698  -0.148
H -1.074 -4.909 1.231  0.089
C 1.661 -1.508 3.213  -0.126
H -3.853 2.386 0.277  0.019
C -0.402 0.730 8.774  -0.249
C 1.002 -0.611 7.322  0.001
H 4.242 1.514 -0.605  0.083
C -0.691 1.197 10.103  -0.186
H 2.566 1.772 -0.003  -0.006
H 0.233 -5.692 -2.335  0.090
C 0.619 3.868 -3.824  -0.079
H -2.365 1.512 -1.898  0.063
H -0.026 2.002 -2.866  0.041
H 1.538 -5.851 -1.139  0.085
C 1.847 -0.191 -2.000  -0.338
H -1.622 -0.991 -2.123  0.014
H 3.301 0.143 0.129  0.086
H -0.759 2.188 -7.069  0.113
H 0.030 -2.767 -1.446  0.116
C -1.166 1.142 7.671  -0.005
C 1.629 -1.440 4.579  -0.067
H 2.251 -1.912 5.316  0.094
H -3.185 -1.012 -2.898  0.072
C 0.039 -0.148 3.727  -0.163
C -0.158 1.926 -5.021  -0.201
C -3.160 1.091 -1.242  -0.475
H 0.132 -6.172 0.816  0.084
H -2.000 1.822 7.834  0.125
N -0.929 1.576 11.187  0.134
C -0.349 -3.295 -0.561  -0.310

Values from the calculation:
E_HOMO (alpha / beta): -2.48 / -2.49 eV
charge: -1
energy: -67884.5785 eV
frontier orbital gap (alpha / beta): 4.44 / 4.45 eV
LUMO energy (alpha / beta): 1.95 / 1.96 eV

***

# 4
Here is a structure of composition C27H34FeN6S from the Open Molecules 2025 dataset. Energies are from the ωB97M-V functional and the def2-TZVPD basis.

Each line ends with the Mulliken spin population.
Positions of all 69 atoms, in Å:
C -0.858 3.310 3.258  0.020
H 1.291 -4.965 1.769  0.003
C 3.524 -1.481 1.420  0.001
H 3.494 -2.320 2.117  -0.001
C 1.343 -3.954 1.355  -0.013
H 1.769 1.404 -3.108  -0.001
H -0.401 -4.116 0.270  0.003
H 3.281 -4.389 0.566  0.000
C -0.509 0.069 1.444  0.252
C 2.328 -3.990 0.194  0.003
C -2.526 -0.042 -1.042  0.000
C -0.228 1.274 1.296  -0.132
C 1.666 3.528 -2.846  0.026
N 2.533 -2.717 -0.489  0.021
H 1.395 5.576 -2.258  -0.001
C 0.842 4.251 -0.682  0.017
C 1.129 -2.889 -2.491  0.005
H 0.542 5.066 -0.036  0.003
H 0.776 -0.858 -2.486  -0.008
C 1.512 2.214 -2.428  -0.012
C -2.992 -2.245 -0.701  -0.006
H 1.911 -0.603 2.425  -0.001
H 2.042 3.761 -3.835  0.003
C -6.177 -0.567 -1.907  0.000
H 4.620 -2.582 -0.088  -0.001
N 0.387 -1.696 -2.060  0.039
H 0.596 -3.766 -2.113  -0.001
H -2.637 -3.222 -0.389  -0.002
C 0.847 5.468 3.504  -0.007
N -2.104 -1.255 -0.676  0.029
H 1.531 6.305 3.595  -0.001
H -1.525 2.459 3.169  0.007
H -0.606 -3.407 1.725  0.006
C -4.314 -2.073 -1.080  0.007
C 2.537 -2.843 -1.938  -0.002
C 0.083 3.528 2.235  0.018
H 2.348 0.185 1.096  -0.009
H -0.578 -1.746 -2.361  0.004
H -8.002 -1.376 -1.862  0.000
H -1.683 3.937 5.131  0.000
H -4.117 1.209 -1.755  0.001
H -0.167 5.893 5.357  0.001
H 3.822 -1.106 -0.647  -0.001
C 1.314 4.538 -1.950  -0.011
H 1.956 -4.720 -0.531  -0.002
C 0.185 2.592 1.106  -0.035
H 1.179 -2.986 -3.577  0.002
C -3.819 0.210 -1.466  0.010
H -1.798 0.758 -0.950  0.002
N -7.033 -1.591 -1.687  -0.001
N 2.263 -0.749 1.486  0.029
C -4.753 -0.815 -1.476  -0.007
H 3.105 -3.715 -2.290  0.000
H 1.710 4.818 1.662  0.002
H 4.399 -0.886 1.695  0.001
C 1.041 1.916 -1.155  0.045
H 0.925 0.878 -0.866  0.018
N 0.020 -3.469 0.929  0.075
C -0.096 5.237 4.498  0.015
H 3.031 -1.960 -2.350  0.000
C 0.697 2.921 -0.212  0.022
S -6.675 0.816 -2.630  -0.002
H -4.965 -2.937 -1.087  0.001
C -0.942 4.141 4.365  -0.006
H 1.688 -3.293 2.145  -0.001
H -6.853 -2.246 -0.944  0.000
Fe 0.054 -1.334 0.240  3.563
C 3.702 -1.980 -0.004  -0.001
C 0.940 4.630 2.401  0.011

Values from the calculation:
E_HOMO (alpha / beta): -4.47 / -4.55 eV
ΔE to the lowest compared entry with this formula, charge and spin: 17.11 kcal per mole
multiplicity: 5
energy: -82711.0172 eV
frontier orbital gap (alpha / beta): 3.66 / 3.72 eV
<S²>: 6.03
LUMO energy (alpha / beta): -0.81 / -0.83 eV

***

# 5
Here is a structure of composition C27H34N4O2Yb in a non-equilibrium geometry from the Open Molecules 2025 dataset. Energies are from the ωB97M-V functional and the def2-TZVPD basis.

Each line ends with the Mulliken spin population.
Positions of all 68 atoms, in Å:
C -1.017 5.068 1.156  0.000
H -1.338 -0.915 -3.890  0.000
H -2.854 -6.823 0.172  0.000
H 2.308 -0.949 5.579  0.000
H -3.987 2.088 0.088  0.000
H 2.050 3.498 -3.359  0.000
O 2.167 0.254 1.521  0.001
N -2.013 -0.828 0.517  0.003
H 4.163 1.545 -1.928  0.000
H -4.485 -4.968 0.260  0.000
C -3.423 -4.757 0.268  0.000
H -0.975 -1.943 -2.510  0.000
C -1.104 2.252 -2.610  0.000
H -1.455 6.038 1.353  0.000
H -3.954 0.514 0.902  0.000
C -2.058 1.467 0.719  -0.002
H -1.008 3.184 -2.047  0.000
H 3.690 -1.346 4.538  0.000
C 1.423 1.772 -2.263  0.014
C 2.642 -0.273 2.550  0.000
H 4.136 0.317 -3.182  0.000
H 0.361 -3.987 0.252  0.000
H 1.021 5.767 1.103  0.000
C 2.614 -1.437 4.656  0.000
C -1.244 2.724 0.786  0.001
C 2.238 0.617 -2.233  -0.008
H 2.109 -2.180 -3.548  0.000
H 4.132 -0.157 -1.494  0.000
Yb 0.769 0.390 -0.191  1.012
N 1.937 -0.806 3.521  0.000
C -2.503 -5.799 0.213  0.000
C 1.399 -0.512 -2.401  -0.003
H -3.795 2.016 1.835  0.000
H -2.034 1.770 -2.299  0.000
H -0.429 -6.343 0.153  0.000
H -2.903 4.019 1.158  0.000
H 3.724 -0.327 2.683  0.000
H -2.031 -0.556 -2.311  0.000
C -3.535 1.513 0.901  0.000
C 0.858 3.665 0.740  0.000
H 1.102 -2.635 -2.172  0.000
H 2.842 3.348 -1.800  0.000
C -2.982 -3.446 0.326  0.000
C -1.615 -3.174 0.330  -0.001
H 1.921 3.513 0.602  0.000
C 1.895 3.192 -2.321  0.000
C 0.477 -0.825 3.541  0.002
H -1.230 2.529 -3.660  0.000
C 0.080 1.352 -2.427  -0.008
H 1.169 3.888 -1.899  0.000
C 3.738 0.578 -2.199  0.000
O 0.168 -1.585 0.306  -0.001
C -1.130 -0.908 -2.817  -0.001
N 0.085 2.591 0.621  0.001
C -1.142 -5.530 0.208  0.000
H 2.349 -2.492 4.699  0.000
H 0.078 -0.336 2.663  0.000
H 0.133 -1.859 3.556  0.000
C -1.118 -1.777 0.390  -0.001
H 2.761 -2.123 -1.921  0.000
C 0.348 4.926 1.015  0.000
N -1.375 0.405 0.530  -0.006
C 1.863 -1.932 -2.512  0.000
C -0.697 -4.216 0.264  0.000
C -1.831 3.945 1.045  0.000
H 0.135 -0.313 4.439  0.000
C 0.070 -0.056 -2.530  -0.001
H -3.689 -2.630 0.366  0.000

Values from the calculation:
E_HOMO (alpha / beta): -10.43 / -10.44 eV
charge: +1
ΔE to the lowest compared entry with this formula, charge and spin: 8.11 kcal per mole
multiplicity: 2
energy: -70134.7368 eV
frontier orbital gap (alpha / beta): 7.12 / 7.13 eV
<S²>: 0.75
LUMO energy (alpha / beta): -3.31 / -3.31 eV

***

# 6
Here is a structure of composition C27H34N7O2PS6Ti from the Open Molecules 2025 dataset. Energies are from the ωB97M-V functional and the def2-TZVPD basis.

Each line ends with the Mulliken spin population.
Positions of all 78 atoms, in Å:
C 1.686 5.415 4.868  0.000
C -2.811 -1.279 -3.901  0.000
C 2.244 3.124 0.416  -0.010
C 2.544 -1.210 -1.935  0.217
H 3.922 0.813 1.161  0.002
H 4.604 0.493 -2.320  0.001
H 3.303 3.375 0.525  0.001
S -1.923 -5.704 0.358  0.001
H -1.176 -2.868 -2.594  -0.002
N -2.486 0.075 -3.443  0.000
O 0.652 0.342 1.158  -0.012
H 2.609 -2.219 -5.173  0.006
C 1.204 -3.099 -2.232  0.024
C -3.532 -5.162 0.626  0.000
C 0.365 2.504 1.979  0.013
N 1.622 -2.102 -1.412  0.138
C 4.157 0.684 -1.349  -0.038
H 1.144 -4.016 -4.143  0.005
C -2.857 -0.301 -0.485  0.003
C -1.938 -2.436 -1.953  0.004
N -3.946 -0.291 -1.528  -0.001
H -5.123 -1.627 -2.671  0.000
S -4.894 -5.993 0.209  0.000
H -2.394 2.137 2.700  0.000
C -4.230 -1.706 -2.053  0.000
C 1.925 4.199 2.669  0.000
C -0.367 2.694 3.151  -0.003
H 3.675 1.662 -1.394  0.016
H 2.774 5.488 4.892  0.000
C 3.190 -0.394 -0.975  0.133
S 0.679 -4.185 0.805  -0.005
P -1.234 -0.905 -1.134  -0.015
C 2.870 -1.232 -3.309  -0.001
O -0.863 1.641 0.127  0.001
H 1.298 6.407 4.628  0.000
H -3.338 1.587 -2.290  0.000
N 3.493 0.387 3.551  0.021
N 2.860 -0.720 0.265  0.245
H 2.154 2.111 0.026  0.010
H -2.181 -3.178 -1.189  0.000
C -1.613 1.889 3.424  0.001
H 2.813 4.795 2.468  0.000
H -4.469 0.671 -3.332  0.000
C 0.082 3.636 4.072  -0.001
S -1.214 -1.751 1.901  -0.004
S 2.153 -1.817 2.820  -0.014
H -1.963 -1.676 -4.454  0.001
H 0.598 -3.851 -1.748  -0.005
C 1.517 -3.186 -3.558  0.082
C -3.578 0.611 -2.708  0.000
H -1.995 2.092 4.424  0.000
H 1.339 5.160 5.869  0.000
S -3.557 -3.610 1.383  0.000
H -4.421 -2.330 -1.180  0.000
H 3.559 -0.502 -3.710  0.011
H 1.827 3.795 -0.340  -0.001
H 3.632 1.367 3.351  -0.001
H -0.478 3.775 4.992  0.000
N 3.409 -0.039 1.320  -0.029
Ti 0.925 -1.623 0.538  1.117
C 1.228 4.393 3.855  0.001
H -4.795 0.069 -1.093  0.000
H -0.414 -0.253 -3.332  0.005
H -0.984 1.149 -2.418  -0.003
C -0.029 1.416 1.004  -0.016
H -3.168 -0.935 0.341  0.001
H 4.981 0.747 -0.635  0.009
C 1.503 3.268 1.724  -0.002
H 3.082 0.194 4.450  -0.001
C 2.350 -2.195 -4.122  0.070
H -2.719 0.718 -0.121  -0.001
H -1.428 0.814 3.340  -0.001
C -1.060 -4.292 0.932  0.001
C -1.215 0.116 -2.688  -0.006
C 3.053 -0.418 2.555  0.035
C -1.837 -3.306 1.407  -0.002
N -3.122 -2.183 -2.798  0.000
H -3.675 -1.222 -4.567  0.000

Values from the calculation:
E_HOMO (alpha / beta): -5.88 / -6.27 eV
ΔE to the lowest compared entry with this formula, charge and spin: 18.24 kcal per mole
multiplicity: 3
energy: -140494.9474 eV
frontier orbital gap (alpha / beta): 5.62 / 5.81 eV
<S²>: 2.02
LUMO energy (alpha / beta): -0.27 / -0.46 eV